[1]
217
Properties=species:S:1:pos:R:3 method="wB97M-V/def2-TZVPD" e_tot_ha=-4704.20878 total_charge=+3
C 4.05 -9.27 5.26
C 3.41 -7.93 5.39
C 4.35 -6.77 4.96
C 3.85 -5.39 5.45
P 2.35 -4.65 4.87
C 2.34 -4.38 3.10
C 1.06 -4.09 2.35
C 0.48 -2.72 2.66
C -0.61 -2.35 1.61
C 0.92 -5.57 5.29
C -0.40 -4.82 5.52
C -1.57 -5.79 5.73
C -1.78 -6.82 4.66
C 2.27 -3.08 5.69
C 3.34 -2.09 5.29
C 3.11 -0.73 5.96
C 4.22 0.26 5.71
H 3.32 -10.06 5.52
H 4.86 -9.38 5.98
H 4.45 -9.53 4.28
H 3.16 -7.70 6.42
H 2.47 -7.89 4.88
H 4.52 -6.80 3.87
H 5.32 -6.89 5.50
H 4.62 -4.60 5.34
H 3.75 -5.45 6.51
H 2.78 -5.29 2.67
H 3.05 -3.62 2.81
H 0.38 -4.93 2.57
H 1.32 -4.14 1.32
H 1.32 -2.02 2.58
H 0.05 -2.65 3.68
H -0.17 -2.44 0.61
H -0.97 -1.32 1.68
H -1.47 -3.01 1.66
H 1.24 -6.20 6.13
H 0.86 -6.26 4.43
H -0.65 -4.19 4.64
H -0.30 -4.19 6.37
H -2.48 -5.22 5.68
H -1.59 -6.27 6.71
H -1.91 -6.29 3.68
H -2.68 -7.42 4.87
H -0.92 -7.51 4.60
H 2.22 -3.31 6.77
H 1.28 -2.65 5.48
H 3.32 -1.95 4.17
H 4.32 -2.42 5.59
H 3.01 -0.86 7.04
H 2.25 -0.34 5.44
H 4.36 0.42 4.63
H 5.18 -0.14 6.07
H 4.01 1.18 6.22
C 2.86 1.56 1.23
C 2.70 1.45 -0.28
C 2.81 0.00 -0.83
C 2.85 0.01 -2.39
P 3.28 -1.56 -3.07
C 2.87 -1.58 -4.85
C 3.24 -0.19 -5.53
C 3.04 -0.37 -7.05
C 3.17 0.98 -7.83
C 5.00 -1.88 -2.80
C 5.96 -0.72 -3.33
C 7.38 -1.17 -2.94
C 8.45 -0.18 -3.27
C 2.36 -2.81 -2.19
C 2.62 -4.25 -2.69
C 2.06 -5.32 -1.80
C 0.51 -5.23 -1.66
H 3.85 1.53 1.71
H 2.22 0.90 1.80
H 2.43 2.49 1.62
H 3.58 1.99 -0.70
H 1.72 1.73 -0.64
H 1.93 -0.63 -0.62
H 3.73 -0.46 -0.43
H 3.61 0.73 -2.66
H 1.86 0.34 -2.67
H 1.79 -1.74 -4.91
H 3.36 -2.40 -5.40
H 4.29 -0.03 -5.31
H 2.62 0.61 -5.10
H 2.08 -0.89 -7.23
H 3.84 -1.03 -7.38
H 3.19 0.72 -8.89
H 4.10 1.48 -7.58
H 2.38 1.68 -7.54
H 5.28 -2.82 -3.27
H 5.07 -2.03 -1.70
H 5.66 0.25 -2.98
H 5.90 -0.74 -4.41
H 7.64 -2.07 -3.46
H 7.39 -1.32 -1.86
H 8.56 0.02 -4.35
H 9.44 -0.48 -2.94
H 8.29 0.82 -2.82
H 1.30 -2.66 -2.03
H 2.83 -2.68 -1.20
H 3.72 -4.45 -2.80
H 2.04 -4.37 -3.61
H 2.53 -5.28 -0.84
H 2.43 -6.30 -2.15
H 0.12 -4.34 -1.17
H 0.02 -6.03 -1.10
H 0.06 -5.23 -2.67
C -3.71 -3.71 -0.89
C -4.87 -2.90 -0.24
C -5.05 -1.51 -0.92
C -3.81 -0.66 -0.70
P -3.98 1.05 -1.14
C -2.50 1.85 -0.68
C -2.15 1.56 0.79
C -1.11 2.51 1.25
C -0.39 2.06 2.53
C -4.21 1.45 -2.86
C -5.25 0.68 -3.70
C -5.25 1.44 -5.00
C -6.18 0.75 -5.97
C -5.51 1.78 -0.47
C -5.72 1.77 1.04
C -7.13 2.36 1.43
C -7.38 2.20 2.90
H -3.70 -4.74 -0.54
H -2.74 -3.23 -0.67
H -3.82 -3.73 -1.98
H -4.69 -2.83 0.83
H -5.83 -3.40 -0.42
H -5.89 -1.05 -0.41
H -5.30 -1.57 -1.96
H -2.95 -1.03 -1.20
H -3.60 -0.74 0.36
H -2.65 2.89 -0.86
H -1.68 1.41 -1.27
H -1.72 0.58 0.83
H -3.04 1.56 1.41
H -1.49 3.53 1.41
H -0.35 2.55 0.43
H -1.04 2.19 3.41
H 0.42 2.73 2.76
H 0.17 1.15 2.47
H -3.26 1.24 -3.27
H -4.45 2.52 -2.85
H -6.22 0.53 -3.24
H -4.98 -0.36 -3.89
H -4.25 1.31 -5.37
H -5.62 2.46 -4.88
H -6.35 1.12 -6.98
H -7.23 0.89 -5.63
H -6.01 -0.31 -6.07
H -6.30 1.16 -0.93
H -5.53 2.70 -1.01
H -4.89 2.39 1.39
H -5.74 0.74 1.43
H -7.99 1.96 0.87
H -7.12 3.44 1.28
H -7.68 1.15 3.14
H -8.26 2.79 3.06
H -6.59 2.47 3.58
C -1.50 4.24 -3.52
N -0.79 4.67 -2.32
C 0.48 4.30 -2.15
C 1.16 4.78 -1.10
C 0.60 5.67 -0.19
C -0.76 5.93 -0.44
C -1.46 5.44 -1.45
C 1.43 6.36 0.79
C 1.01 6.80 2.09
C 1.83 7.54 2.92
N 3.06 7.90 2.52
C 3.50 7.53 1.33
C 2.75 6.78 0.44
C 3.90 8.72 3.47
H -0.82 4.25 -4.36
H -2.33 4.95 -3.73
H -1.78 3.19 -3.34
H 0.86 3.57 -2.87
H 2.11 4.44 -0.73
H -1.15 6.64 0.28
H -3.19 5.12 -0.80
H 0.00 6.53 2.42
H 1.54 7.79 3.93
H 4.45 7.94 1.02
H 3.20 6.42 -0.44
H 3.40 8.68 4.40
H 3.93 9.76 3.18
H 4.86 8.26 3.57
C -4.88 5.56 0.04
O -5.38 5.29 1.43
O -4.07 4.60 -0.47
C -6.16 5.61 -0.99
F -7.10 6.39 -0.44
F -5.65 6.15 -2.14
F -6.77 4.52 -1.48
C -4.20 5.18 2.25
C -4.38 4.75 3.66
H -3.37 4.59 4.03
H -4.80 5.55 4.28
H -5.03 3.89 3.69
H -3.71 6.17 2.25
H -3.42 4.48 1.88
H -4.35 6.60 0.06
C -0.27 0.35 -3.57
O -0.95 1.35 -4.30
O 0.07 0.77 -2.32
C -1.11 -0.96 -3.53
F -1.21 -1.49 -4.78
F -0.50 -1.94 -2.81
F -2.34 -0.86 -3.05
C -0.94 1.17 -5.75
C -0.95 2.49 -6.48
H -1.08 2.32 -7.58
H -1.78 3.08 -6.09
H -0.03 3.09 -6.35
H -1.75 0.56 -6.14
H -0.05 0.61 -5.96
H 0.71 0.21 -4.17

[2]
87
Properties=species:S:1:pos:R:3 method="wB97M-V/def2-TZVPD" e_tot_ha=-5537.40713 total_charge=+3
Mo -0.23 1.37 0.85
C 6.41 3.85 3.94
C 5.49 2.78 4.54
C 6.30 1.51 4.86
C 4.87 3.31 5.83
C 4.43 2.42 3.51
C 3.05 2.51 3.78
C 2.16 2.13 2.81
Se 0.31 2.05 3.06
C -0.28 3.38 0.12
C -0.16 4.67 0.42
C -0.48 5.67 -0.61
C -0.76 5.26 -1.96
C -0.88 3.96 -2.35
C -0.64 2.99 -1.25
O -0.69 1.75 -1.35
C -1.23 3.51 -3.74
C -0.08 2.62 -4.27
C -1.43 4.70 -4.68
C -2.54 2.69 -3.67
C -0.48 7.10 -0.29
C -1.63 7.87 -0.96
C 0.89 7.56 -0.95
C -0.43 7.43 1.20
C 2.61 1.66 1.54
O 1.58 1.31 0.75
C 3.96 1.54 1.22
C 4.82 1.95 2.25
C 4.54 1.03 -0.09
C 3.49 0.59 -1.11
C 5.46 -0.17 0.21
C 5.38 2.18 -0.70
H 7.15 4.15 4.69
H 5.85 4.75 3.66
H 6.97 3.49 3.08
H 7.08 1.76 5.58
H 6.78 1.10 3.97
H 5.67 0.73 5.30
H 5.66 3.56 6.53
H 4.23 2.57 6.32
H 4.29 4.22 5.67
H 2.71 2.86 4.75
H 0.10 5.04 1.41
H -0.93 6.04 -2.68
H 0.86 3.18 -4.31
H -0.33 2.32 -5.29
H 0.06 1.71 -3.69
H -0.52 5.29 -4.78
H -2.25 5.34 -4.36
H -1.68 4.32 -5.67
H -2.44 1.78 -3.09
H -2.81 2.40 -4.69
H -3.36 3.28 -3.27
H -1.63 7.81 -2.05
H -1.53 8.92 -0.70
H -2.60 7.53 -0.59
H 0.88 7.45 -2.03
H 1.74 7.05 -0.52
H 0.97 8.62 -0.71
H -1.31 7.05 1.73
H -0.43 8.51 1.32
H 0.47 7.06 1.69
H 5.88 1.88 2.05
H 2.87 -0.23 -0.74
H 4.01 0.23 -2.00
H 2.86 1.42 -1.43
H 4.89 -1.00 0.65
H 6.27 0.09 0.89
H 5.90 -0.52 -0.72
H 4.76 3.05 -0.91
H 5.80 1.84 -1.65
H 6.20 2.48 -0.06
F -2.79 -3.61 -0.12
C -1.77 -2.86 -0.47
F -1.84 -2.48 -1.72
F -0.63 -3.45 -0.21
S -1.84 -1.34 0.62
O -0.61 -0.53 0.22
O -1.87 -1.67 2.00
N -3.08 -0.55 0.04
S -3.46 0.83 0.62
O -4.06 1.72 -0.29
O -2.16 1.44 1.25
C -4.55 0.61 2.17
F -5.10 -0.57 2.08
F -3.77 0.69 3.23
F -5.43 1.57 2.15